118
Properties=species:S:1:pos:R:3 method="wB97M-V/def2-TZVPD" charge=+1 energy_ev=-57355.073 e_homo_ev=-11.10 relative_energy_kj_mol=22.72 orbital_gap_ev=7.00
O 0.0385 -1.0664 6.5433
O -3.2778 -3.1161 8.3519
O 2.1598 2.1094 -0.1821
O 6.4914 4.0060 -5.6279
O -1.5965 4.0469 2.0298
O 0.7470 2.9138 4.8198
O -4.2979 -4.6210 -4.0323
O 7.7928 2.2436 -7.6746
O -0.4689 -0.5081 -1.7967
O 1.6380 2.7302 -3.3027
O 0.7162 -3.5398 -2.7263
O -0.9914 -2.8414 2.5065
N -1.2527 0.0438 -0.8177
C -3.3069 -3.9826 9.4883
C 1.0313 2.9589 -4.5765
C 7.7324 0.8774 -7.2965
C 6.3837 0.2623 -7.6293
C 0.0895 2.8946 7.1556
C 0.2916 5.0963 0.9028
C -0.6464 -1.0886 8.8731
C -5.5431 -0.0873 -0.5073
C -1.0991 -3.5361 -4.3503
C -6.2626 -5.0476 -5.4111
C -3.3014 0.9169 -0.0515
C -0.1697 -3.8760 1.9623
C -1.0766 -1.2564 7.4288
C -0.3122 2.2610 -4.6806
C -2.9810 -5.4143 9.1071
C 1.0677 -3.2974 1.3034
C -0.3511 2.7251 5.7157
C -0.6839 0.2588 0.3637
C -0.6057 -4.0048 -2.9952
C 5.1110 3.7624 -5.3613
C -1.3973 0.8316 1.3944
C 4.5773 4.6779 -4.2767
C -4.7523 1.2258 -0.2986
C 4.4157 1.7246 -1.0112
C -4.8924 -4.4054 -5.3157
C 3.1909 1.1317 -0.3421
C -2.5338 0.3596 -1.0561
C -2.7296 1.1611 1.1991
C -0.4409 4.8766 2.2121
H -1.1078 3.4651 5.4571
H 0.6991 -1.7272 6.7687
H 7.0986 2.7106 -7.1920
H 7.9365 0.7889 -6.2218
H 1.7597 1.7789 -3.2113
H 4.5788 3.9259 -6.2979
H 0.1041 -4.5311 2.7863
H 0.2161 4.4056 2.9468
H -0.9836 2.6152 -3.8954
H -0.3693 5.5626 0.1696
H -6.7138 -4.8650 -6.3867
H 5.1226 4.5285 -3.3416
H 6.9834 3.8554 -4.8146
H -1.9972 -5.4687 8.6395
H -1.4974 -2.2427 7.2677
H 0.6275 4.1438 0.4855
H -5.1702 1.7314 0.5640
H 6.1820 0.3485 -8.6972
H -0.1913 1.1792 -4.5548
H -4.8653 1.8974 -1.1470
H -0.7913 5.8237 2.6178
H -5.7351 -0.5166 0.4710
H -0.5729 -5.0914 -2.9533
H 4.7050 5.7223 -4.5615
H 5.2045 0.9787 -1.1165
H 1.9293 2.4279 -1.0613
H -1.2825 3.2091 1.6873
H 0.1235 -1.8197 9.1335
H 4.1651 2.1096 -2.0032
H -0.4322 -3.8846 -5.1391
H 0.3520 -0.0287 0.4596
H -1.1139 -2.4401 -4.4022
H 0.7872 -2.6229 0.4869
H 1.1636 5.7349 1.0447
H -0.7496 2.7615 7.8402
H -4.2933 -3.9266 9.9585
H 1.4141 2.2554 5.0385
H -6.4602 0.0739 -1.0608
H -1.2462 -2.2711 1.7764
H -0.9309 1.0299 2.3483
H -2.9894 -6.0647 9.9823
H 0.8635 2.1669 7.4091
H 3.4367 0.7666 0.6541
H -1.4917 -1.2186 9.5493
H -0.7781 2.4437 -5.6487
H 4.7977 2.5601 -0.4250
H -4.9653 -3.3268 -5.4493
H -6.1942 -6.1268 -5.2592
H 1.7037 -4.0820 0.8935
H -0.2185 -0.0973 9.0316
H 6.3501 -0.7925 -7.3495
H 4.9830 2.7121 -5.0703
H -1.2775 -3.6517 -2.2025
H 1.7081 2.6057 -5.3597
H -4.9515 -0.8185 -1.0534
H 1.6460 -2.7172 2.0241
H -4.2181 -5.5717 -3.9056
H 0.9104 4.0342 -4.6881
H -1.8304 -0.5141 7.1674
H -3.3208 1.5884 1.9921
H 3.5186 4.4895 -4.0945
H -0.7536 -4.4574 1.2416
H -0.7723 1.7265 5.5548
H 0.6866 -2.5800 -2.7530
H -2.1059 -3.9056 -4.5451
H -3.9337 -3.4367 7.7251
H -2.9832 0.1618 -2.0170
H -4.2299 -4.8039 -6.0910
H -2.5714 -3.5974 10.1929
H 5.5818 0.7870 -7.1020
H -6.9229 -4.6511 -4.6394
H 8.5276 0.3644 -7.8354
H -0.9692 -0.4062 -2.6209
H 2.8047 0.2883 -0.9311
H -3.7070 -5.7966 8.3857
H 0.5138 3.8871 7.3100

124
Properties=species:S:1:pos:R:3 method="wB97M-V/def2-TZVPD" charge=-1 energy_ev=-73615.502 e_homo_ev=-5.41 relative_energy_kj_mol=492.79 orbital_gap_ev=7.44
S -0.0646 -0.1460 0.6251
O -0.4439 -1.5086 0.5422
O 6.4840 -0.7800 3.0474
O 0.5964 0.3145 -0.5828
O -1.4077 -4.7986 -2.8824
O -2.5776 -2.4380 1.0018
O -3.9397 3.1954 -3.8404
O 0.7754 -0.0020 1.7463
O -5.1690 1.5105 3.6694
O 2.4335 -0.4714 -2.1302
O -1.2949 0.6029 0.9096
O -2.0824 1.4010 6.2508
N -3.8846 -0.2064 1.8719
N -0.3399 -1.3053 4.2003
N -1.4046 2.3523 -1.2365
N 2.9014 0.6642 -2.8061
N 3.4473 -0.7189 1.8608
N 1.1989 -3.1030 -0.9414
C 3.2747 1.9101 -4.8351
C 3.9867 -0.1581 3.0643
C 3.4119 -0.5131 -4.9522
C -2.4677 -1.4170 5.2616
C 4.6729 2.3256 -4.3613
C -5.7345 1.6519 4.9809
C 5.4039 0.0571 -2.0632
C -3.4791 3.0834 -2.4734
C 2.7593 -0.2585 3.9976
C -5.1287 0.5055 1.4105
C 0.5003 -3.4940 -2.1258
C -2.2430 0.7844 -2.8172
C -5.9405 0.8067 2.7122
C 1.2022 0.4973 -4.5166
C -2.1344 2.7760 5.8415
C 2.7312 0.5783 -4.2364
C -5.8812 -0.4546 0.4980
C -0.9776 0.5446 5.9156
C 4.8456 2.3897 -2.8985
C 3.7523 1.6757 -0.7571
C -5.0867 4.0048 -4.0832
C 6.6442 -1.2753 1.7095
C -1.3815 -0.5167 4.7974
C 5.2135 -0.9595 3.6559
C -2.1640 -3.7565 -3.4345
C -0.6938 -4.4139 -1.7283
C -2.1773 2.2841 -2.4656
C 4.2210 1.1208 -2.1682
C 1.3380 -4.3026 -3.0982
H 5.0366 -0.8466 -1.5769
H 4.9742 3.2568 -4.8411
H -2.2109 -2.1375 6.0381
H 1.6600 -5.2276 -2.6199
H -3.1954 -1.7435 1.2418
H -6.1061 -1.3950 1.0011
H -2.4491 0.6222 -3.8752
H 1.9992 -2.6552 -1.3647
H -0.5032 0.0972 6.7890
H 0.1116 -0.8662 3.4107
H -0.4661 -5.3620 -1.2411
H 2.2116 0.6828 4.0434
H 3.2812 0.9931 -0.0498
H -2.9416 3.2500 6.3999
H 5.9560 -0.0951 -2.9906
H -1.5547 2.7139 -3.2502
H -3.8013 0.1430 2.8159
H 0.7652 1.4401 -4.1876
H -3.2838 -0.8268 5.6786
H -6.7723 1.4434 2.4108
H 5.4377 1.6250 -4.6966
H 4.1491 0.9137 2.9500
H 6.3930 -2.3244 1.5529
H 0.8951 0.3748 -5.5553
H 0.1253 -2.5934 -2.6120
H -6.2353 -0.1813 3.0657
H 3.1777 -1.5497 -4.7097
H 4.8024 -1.9673 3.5966
H -3.4250 4.1341 -2.1884
H -1.7982 -0.0065 3.9290
H -4.9505 4.9550 -3.5669
H -5.9818 0.7119 5.4742
H 3.3826 -0.4361 -6.0391
H -4.8236 1.3293 0.7652
H 3.8470 -0.4046 0.9881
H 2.2076 -3.7612 -3.4707
H 2.7267 2.8159 -4.5757
H -2.9529 -4.2592 -3.9940
H 0.6726 -2.4824 -0.3431
H -0.2360 1.1850 5.4380
H 0.6524 -0.1933 -3.8773
H -5.9944 3.5729 -3.6617
H -5.2284 4.2214 -5.1420
H 0.7672 -4.6103 -3.9743
H -6.7810 0.0587 0.1588
H -1.2185 0.4163 -2.7620
H -1.1471 3.2231 5.9576
H -2.8460 0.2140 -2.1108
H -4.2510 2.6789 -1.8188
H 4.6010 2.1163 -0.2341
H 5.9199 2.5144 -2.7623
H 5.1805 -0.7190 4.7185
H -3.0404 0.1733 1.4678
H 7.6510 -1.0410 1.3638
H 3.1788 -0.3472 4.9997
H -2.3561 -2.9128 1.8063
H 5.9977 -0.6847 1.0604
H 2.0496 -1.0666 3.8209
H -5.2227 -0.6518 -0.3479
H -6.5681 2.3530 5.0216
H 4.4626 -0.4772 -4.6644
H 1.7535 -0.1485 -1.5344
H -2.7606 -2.0833 4.4502
H -2.5136 2.7426 4.8201
H 6.1147 0.4983 -1.3646
H -0.5839 1.7968 -1.4309
H -1.7753 1.7308 -0.5319
H -2.6216 -3.0522 -2.7397
H -1.4655 -3.2094 -4.0676
H 2.5163 -0.3688 1.6854
H 3.0607 2.4970 -0.9449
H -1.3349 -3.9229 -0.9962
H -1.7362 -2.0673 0.7260
H -0.9029 -2.0013 3.7325
H 4.4339 3.3575 -2.6122
H 3.2167 1.7682 -5.9142
H -5.0290 2.0194 5.7261